1.
Computed, not measured: 2 unconnected molecules or ions with the total composition C5H13O2 in a non-equilibrium geometry, with wB97M-V/def2-TZVPD.

```
20
C5H13O2, DFT wB97M-V/def2-TZVPD
C -0.840 -1.576 0.951
O -0.410 -1.939 -0.273
C -0.206 -0.399 1.665
C 0.001 0.858 0.746
C 1.130 0.685 -0.245
C 1.522 2.046 -0.933
H -0.873 -2.432 1.672
H -1.945 -1.254 0.910
H -0.790 0.068 2.474
H 0.806 -0.660 2.013
H -0.923 0.988 0.141
H -0.114 1.718 1.425
H 1.968 0.194 0.263
H 0.928 0.089 -1.136
H 2.391 1.870 -1.572
H 0.683 2.349 -1.560
H 1.706 2.724 -0.105
H -1.477 -1.700 -2.908
H -1.485 -1.742 -1.333
O -2.074 -1.886 -2.194
```

Calculated values
Strongest force on any atom: 2.55 eV/A
Gap between HOMO and LUMO: 7.1 eV
Net charge: -1
LUMO: 3.93 eV
ΔE to the lowest compared entry with this formula, charge and spin: 19.06 kcal/mol
HOMO energy: -0.1173 Eh
Spin multiplicity: 1

2.
Computed, not measured: 3 unconnected molecules or ions with the total composition C46H49NO8 in a non-equilibrium geometry, with wB97M-V/def2-TZVPD.

```
104
C46H49NO8, DFT wB97M-V/def2-TZVPD
C 6.167 3.998 1.339
O 5.529 3.484 0.197
C 4.238 2.956 0.440
C 3.873 1.960 -0.651
C 2.366 1.889 -0.934
C 1.871 0.480 -1.276
C 0.511 0.429 -1.981
C -0.706 0.258 -1.052
C -1.468 1.560 -0.787
C -2.795 1.273 -0.075
C -3.510 2.365 0.755
C -3.299 2.033 2.268
C -3.053 3.820 0.682
O -1.985 4.281 0.428
O -4.066 4.600 1.129
C -5.280 3.840 1.242
C -5.032 2.510 0.508
C -5.617 2.495 -0.920
C -5.665 3.820 -1.673
O -6.715 4.254 -2.057
N -4.457 4.521 -1.791
C -3.507 3.932 -2.741
C -4.614 5.967 -1.933
H 5.467 4.539 1.991
H 6.937 4.698 1.006
H 6.643 3.197 1.921
H 4.225 2.470 1.428
H 3.510 3.783 0.465
H 4.419 2.257 -1.551
H 4.235 0.963 -0.372
H 1.817 2.273 -0.064
H 2.127 2.542 -1.781
H 1.813 -0.105 -0.348
H 2.629 -0.007 -1.902
H 0.380 1.364 -2.543
H 0.517 -0.375 -2.724
H -1.394 -0.499 -1.448
H -0.359 -0.128 -0.083
H -1.653 2.058 -1.741
H -0.849 2.226 -0.181
H -3.493 0.871 -0.819
H -2.607 0.440 0.612
H -2.338 1.533 2.395
H -4.095 1.384 2.644
H -3.282 2.926 2.900
H -5.490 3.681 2.303
H -6.088 4.440 0.814
H -5.525 1.689 1.036
H -6.675 2.233 -0.827
H -5.162 1.711 -1.535
H -3.548 4.483 -3.688
H -3.765 2.890 -2.947
H -2.484 3.978 -2.360
H -4.638 6.285 -2.983
H -5.546 6.280 -1.465
H -3.778 6.458 -1.425
O -0.307 -1.526 8.556
C -0.084 -1.521 7.365
C 0.492 -2.715 6.680
C 0.752 -3.856 7.429
C 1.271 -4.983 6.815
C 1.534 -4.975 5.449
C 1.281 -3.840 4.699
C 0.761 -2.706 5.310
C 0.508 -1.492 4.481
O 0.769 -1.472 3.297
C -0.083 -0.304 5.163
C -0.351 0.834 4.413
C -0.918 1.943 5.016
C -1.218 1.925 6.374
C -0.945 0.796 7.129
C -0.377 -0.321 6.528
H 0.540 -3.842 8.489
H 1.474 -5.870 7.400
H 1.937 -5.858 4.971
H 1.484 -3.812 3.637
H -0.108 0.831 3.359
H -1.124 2.827 4.426
H -1.665 2.792 6.842
H -1.166 0.762 8.187
O 2.452 -7.331 -5.546
C 2.487 -6.145 -5.298
C 1.792 -5.583 -4.103
C 1.113 -6.446 -3.251
C 0.474 -5.947 -2.128
C 0.512 -4.585 -1.848
C 1.182 -3.722 -2.698
C 1.822 -4.216 -3.827
C 2.524 -3.257 -4.729
O 2.511 -2.064 -4.510
C 3.240 -3.821 -5.909
C 3.931 -2.958 -6.751
C 4.613 -3.460 -7.846
C 4.609 -4.826 -8.106
C 3.918 -5.690 -7.273
C 3.231 -5.192 -6.173
H 1.097 -7.502 -3.484
H -0.053 -6.621 -1.466
H 0.018 -4.198 -0.966
H 1.221 -2.660 -2.499
H 3.923 -1.899 -6.531
H 5.152 -2.787 -8.500
H 5.146 -5.216 -8.960
H 3.900 -6.755 -7.461
```

Calculated values
Strongest force on any atom: 1.07 eV/A
Gap between HOMO and LUMO: 8.1 eV
Structure (SMILES): COCCCCCCCC[C@@]1(C)C(=O)OC[C@H]1CC(=O)N(C)C.O=C1c2ccccc2C(=O)c2ccccc21.O=C1c2ccccc2C(=O)c2ccccc21
Net charge: 0
LUMO: -1.12 eV
HOMO energy: -0.3394 Eh
Spin multiplicity: 1

3.
Computed, not measured: a molecular structure, C18H44O10P2Ti2 in a non-equilibrium geometry, with wB97M-V/def2-TZVPD.

```
76
C18H44O10P2Ti2, DFT wB97M-V/def2-TZVPD
Ti 0.025 -1.296 0.537
Ti 1.116 -3.906 -0.456
C -0.731 -3.163 -3.807
C -1.180 -2.267 -2.643
C -2.639 -2.333 -2.306
O -0.464 -2.485 -1.480
H -0.731 -4.246 -3.680
H 0.251 -2.909 -4.206
H -1.485 -3.057 -4.586
H -0.963 -1.269 -3.024
H -3.127 -2.364 -3.280
H -3.094 -1.500 -1.772
H -2.786 -3.328 -1.884
C 4.341 -1.338 0.844
C 3.336 -1.849 1.899
C 2.836 -0.637 2.695
O 2.251 -2.567 1.307
H 3.949 -0.621 0.123
H 4.730 -2.165 0.250
H 5.168 -0.841 1.349
H 3.737 -2.429 2.729
H 2.092 -0.029 2.179
H 3.559 0.178 2.727
H 2.535 -0.813 3.728
C -1.322 3.132 -2.763
C -0.064 2.676 -3.595
O 1.119 2.718 -2.891
P 1.626 1.473 -1.952
O 0.754 0.933 -0.802
O 3.059 2.037 -1.420
C 3.019 3.232 -0.668
C 3.475 2.860 0.862
O 2.091 0.239 -2.978
C 2.775 -0.816 -2.507
C 3.544 -1.619 -3.506
H -2.124 3.669 -3.269
H -1.573 2.263 -2.155
H -1.054 4.009 -2.174
H -0.380 1.657 -3.815
H 0.125 3.160 -4.553
H 3.729 3.934 -1.106
H 2.024 3.674 -0.702
H 3.024 3.564 1.562
H 3.263 1.881 1.293
H 4.561 2.947 0.903
H 3.574 -0.382 -1.905
H 2.193 -1.588 -2.005
H 3.004 -1.813 -4.432
H 4.504 -1.187 -3.789
H 3.910 -2.590 -3.170
C -3.982 -2.700 1.060
C -4.723 -1.957 2.180
O -3.868 -1.592 3.259
P -2.677 -0.524 2.876
O -1.708 -1.051 1.884
O -3.559 0.665 2.360
C -3.056 1.735 1.553
C -3.736 3.077 2.019
O -2.124 0.030 4.253
C -1.326 1.135 4.344
C 0.068 1.167 3.630
H -3.594 -1.972 0.348
H -3.183 -3.293 1.504
H -4.649 -3.304 0.444
H -5.218 -1.088 1.747
H -5.329 -2.730 2.652
H -1.972 1.765 1.442
H -3.466 1.356 0.617
H -3.470 3.872 1.322
H -4.768 2.809 1.792
H -3.717 3.255 3.094
H -1.837 2.021 3.968
H -1.161 1.208 5.419
H 0.101 0.912 2.571
H 0.694 2.009 3.926
H 0.681 0.360 4.031
```

Calculated values
Strongest force on any atom: 5.70 eV/A
Gap between HOMO and LUMO (alpha / beta): 6.0 / 4.3 eV
Net charge: +1
LUMO (alpha / beta): -2.09 / -6.48 eV
Expectation value of S²: 15.76
HOMO energy (alpha / beta): -0.2969 / -0.3968 Eh
Spin multiplicity: 8

no.,DFT total energy (Eh)
1,-348.769504
2,-2438.972915
3,-3845.912389